# C4H33NO14

A 13-piece molecular cluster, C4H33NO14 overall in a non-equilibrium geometry (the ωB97M-V functional and the def2-TZVPD basis, the OMol25 dataset).

XYZ file:
```
52
Properties=species:S:1:pos:R:3:forces:R:3:nbo_charge:R:1
O -1.729 -3.801 -1.521 -1.15 0.99 1.71 -0.62
C -1.416 -2.670 -1.119 2.99 -4.83 -5.02 0.51
N -0.307 -2.168 -1.751 -1.51 3.13 1.71 -0.63
C 0.020 -0.781 -1.387 -0.15 0.85 1.57 -0.26
C 0.942 -0.131 -2.409 1.19 -0.68 -0.77 -0.46
C 0.215 0.543 -3.586 -3.76 0.27 0.43 -0.08
O -0.439 1.722 -3.087 2.46 4.41 0.77 -0.79
H -1.810 -2.121 -0.350 -1.36 1.52 1.78 0.15
H 0.347 -2.761 -2.233 -0.23 -0.03 0.02 0.42
H -0.809 -0.039 -1.184 -0.39 -1.34 -1.43 0.22
H 0.262 -0.696 -0.274 1.32 -0.50 -1.45 0.21
H 1.636 -0.878 -2.836 -0.21 0.01 0.27 0.20
H 1.595 0.554 -1.876 0.04 0.52 -0.19 0.25
H 0.616 0.916 -4.548 0.85 -1.28 0.59 0.20
H -0.821 0.057 -3.795 2.30 -0.62 -0.23 0.20
H 0.269 2.519 -3.112 -2.33 -2.67 0.22 0.48
H 2.346 3.421 1.679 -0.17 2.27 3.05 0.47
H 2.808 2.156 1.162 -0.56 0.17 -1.10 0.51
O 2.284 2.957 0.902 0.64 -2.35 -0.80 -0.97
H -3.044 0.658 1.562 1.91 0.64 0.74 0.48
H -3.308 0.365 -0.001 1.42 0.40 -1.56 0.50
O -3.611 0.417 0.873 -3.48 -0.83 0.73 -0.98
H 1.683 3.692 -0.951 1.18 -1.00 -0.79 0.48
H 3.180 3.556 -1.396 -2.10 -1.12 -0.17 0.48
O 2.276 3.102 -1.492 0.82 2.12 -0.42 -0.96
H -3.180 2.805 -1.124 0.34 -1.81 -2.52 0.48
H -2.492 2.052 -2.466 0.12 0.55 0.73 0.50
O -3.289 2.162 -1.919 -0.29 1.11 1.82 -0.98
H 2.768 -1.847 0.004 -1.15 1.30 0.59 0.47
H 3.705 -2.430 -0.932 0.67 -0.21 -0.71 0.46
O 3.059 -2.688 -0.287 0.31 -1.17 -0.16 -0.93
H -1.049 1.384 2.900 3.00 5.36 -1.35 0.49
H -0.850 0.120 3.718 -1.14 1.15 -0.91 0.49
O -1.452 0.626 3.091 -1.64 -6.46 2.91 -0.95
H 3.127 -0.619 1.190 -2.11 1.90 0.62 0.52
H 1.733 0.376 1.428 2.37 -1.46 -1.11 0.50
O 2.571 0.175 0.873 -0.25 0.00 0.70 -1.02
H 1.581 -2.269 2.533 0.29 -0.37 0.11 0.51
H 3.060 -2.695 2.243 -0.85 0.77 0.45 0.48
O 2.510 -1.945 2.579 0.74 -0.83 -0.40 -1.01
H -0.124 -4.017 2.426 -0.19 -1.13 -0.51 0.48
H -0.761 -2.525 2.324 1.84 -2.09 1.05 0.51
O 0.027 -3.150 2.754 -1.61 2.97 -0.53 -1.03
H -2.776 -1.618 1.593 2.29 0.41 0.62 0.52
H -1.562 -0.719 2.242 -0.77 -0.37 -0.74 0.50
O -1.773 -1.567 1.768 -1.78 -0.11 -0.32 -1.00
H -0.997 3.180 1.827 -0.26 -0.13 -1.49 0.49
H -1.131 3.554 3.251 0.79 -0.41 -0.18 0.48
O -0.530 3.071 2.640 -0.48 0.86 1.62 -0.95
H 0.518 2.319 0.463 -0.17 -0.55 0.42 0.49
H -0.125 1.967 -0.797 -0.58 -0.53 -0.15 0.49
O -0.256 1.796 0.152 0.77 1.20 -0.22 -1.00
```
Positions in Å, forces in eV/Å.

Frontier orbital gap = 0.3121 hartree
Energy above the lowest of the compared OMol25 structures with the same formula, charge and spin = 6.1729 eV
Charge = 0
E_HOMO = -0.3230 Ha
E_LUMO = -0.298 eV

***

# C12H27Cl2O2P2Tl

C12H27Cl2O2P2Tl as an isolated structure in a non-equilibrium geometry (the ωB97M-V functional and the def2-TZVPD basis, the OMol25 dataset).

XYZ file:
```
46
Properties=species:S:1:pos:R:3:forces:R:3:mulliken_charge:R:1
C 0.002 -4.597 -4.723 -1.15 -0.23 -0.29 -0.93
C 0.153 -3.874 -3.430 -1.19 0.75 1.48 0.69
H -1.075 -4.734 -4.897 0.33 0.00 -0.01 0.28
H 0.473 -5.591 -4.691 0.07 0.49 0.03 0.33
H 0.410 -4.001 -5.554 0.11 -0.26 0.38 0.32
O -0.715 -3.470 -2.666 1.98 -0.67 -1.68 -0.49
Cl 1.873 -3.608 -3.061 -0.19 0.07 0.17 -0.17
Tl -0.105 -0.389 -0.169 4.35 0.32 -0.55 1.08
P 0.025 1.723 -1.636 0.06 1.56 -2.46 0.54
C -1.386 2.913 -1.632 -0.26 -0.35 0.53 -1.12
C 1.529 2.780 -1.524 0.09 -0.32 0.60 -1.05
H 0.915 0.357 -3.437 -0.31 0.34 -0.07 0.37
H 0.164 1.883 -4.097 -0.05 -0.50 0.53 0.41
H -0.871 0.492 -3.543 0.46 0.33 -0.02 0.38
C 0.065 1.057 -3.360 -0.13 -0.20 0.29 -1.15
H 2.415 2.123 -1.564 -0.32 0.36 -0.04 0.32
H 1.551 3.511 -2.363 -0.20 -0.55 0.48 0.44
H -1.269 3.672 -2.440 0.04 -0.62 0.57 0.40
H -1.427 3.418 -0.642 -0.03 -0.16 -0.65 0.38
H 1.521 3.317 -0.556 0.07 -0.19 -0.55 0.34
H -2.334 2.350 -1.778 0.53 0.46 0.00 0.37
C -1.815 0.512 0.765 -7.89 2.40 3.23 0.14
O -2.728 1.031 1.277 4.79 -2.17 -2.29 -0.12
Cl 2.365 -0.831 -0.978 -1.67 -0.22 0.49 -0.31
C -0.879 0.138 4.542 0.01 0.21 -0.01 -1.19
C 0.463 0.743 4.066 -0.78 0.16 -0.03 -0.67
P 0.904 0.185 2.366 0.72 -0.48 0.65 0.58
C 2.364 1.237 2.015 0.02 0.25 -0.27 -0.36
C 3.431 1.332 3.125 0.38 -0.47 -0.27 -1.22
C 1.119 -1.630 2.595 -0.05 -0.34 0.42 -0.67
C 1.935 -2.111 3.811 0.67 -0.07 -0.41 -1.27
H -1.706 0.399 3.852 0.40 -0.10 0.41 0.22
H -1.117 0.559 5.528 -0.05 -0.24 -0.27 0.38
H -0.841 -0.961 4.632 0.05 0.49 0.00 0.29
H 0.427 1.849 4.039 -0.07 -0.49 0.08 0.49
H 1.301 0.466 4.752 -0.54 0.08 -0.73 0.48
H 2.752 0.935 1.032 0.18 0.07 0.41 0.37
H 1.921 2.249 1.874 0.08 -0.49 0.03 0.24
H 3.900 0.347 3.315 -0.22 0.55 -0.08 0.27
H 4.226 2.025 2.806 -0.33 -0.28 0.11 0.39
H 3.016 1.708 4.063 0.07 -0.03 -0.18 0.31
H 0.084 -2.024 2.707 0.35 0.35 -0.11 0.40
H 1.482 -2.051 1.651 0.24 -0.02 0.15 0.53
H 1.521 -1.767 4.761 0.01 -0.02 -0.17 0.30
H 1.946 -3.212 3.830 -0.03 0.39 -0.01 0.39
H 2.988 -1.775 3.734 -0.59 -0.20 0.11 0.27
```
Positions in Å, forces in eV/Å.

Frontier orbital gap (alpha / beta) = 0.2007 / 0.2008 hartree
Charge = +2
E_HOMO (alpha / beta) = -0.5748 / -0.5748 Ha
E_LUMO (alpha / beta) = -10.179 / -10.177 eV

***

# CH5Br2NOP

A 2-piece molecular cluster, CH5Br2NOP overall in a non-equilibrium geometry (the ωB97M-V functional and the def2-TZVPD basis, the OMol25 dataset).

XYZ file:
```
11
Properties=species:S:1:pos:R:3:forces:R:3:nbo_charge:R:1
C 0.814 1.746 0.490 3.21 -2.51 0.21 0.15
N 1.335 1.294 -0.588 0.09 0.02 -1.76 -0.60
O -1.379 -2.650 0.750 0.22 0.04 -0.20 -1.02
P -1.659 -1.836 -0.602 0.46 0.67 0.91 1.15
Br -1.845 0.330 0.328 -0.40 -0.73 -0.24 -0.34
Br 0.526 -1.566 -1.185 -0.47 -0.74 -0.14 -0.28
H -0.034 2.288 0.348 -1.95 2.13 0.27 0.23
H 1.313 1.461 1.459 -1.04 0.36 -1.02 0.25
H 1.997 0.511 -0.679 0.07 0.77 0.80 0.45
H -2.069 -3.132 1.234 -0.10 0.18 -0.39 0.55
H 1.001 1.553 -1.554 -0.08 -0.19 1.57 0.45
```
Positions in Å, forces in eV/Å.

Frontier orbital gap = 0.3209 hartree
Energy above the lowest of the compared OMol25 structures with the same formula, charge and spin = 0.2776 eV
Charge = +1
E_HOMO = -0.5079 Ha
E_LUMO = -5.088 eV

***

# C5H6NS

An isolated ion of composition C5H6NS and charge +1 in a non-equilibrium geometry (the ωB97M-V functional and the def2-TZVPD basis, the OMol25 dataset).

XYZ file:
```
13
Properties=species:S:1:pos:R:3:forces:R:3:nbo_charge:R:1
C -3.435 -0.614 0.070 -0.62 -0.15 0.09 0.32
C -2.271 -0.180 -0.270 -0.02 0.81 -0.36 -0.49
C 0.723 -1.650 0.236 -1.04 -0.03 -2.34 -0.50
C 1.114 0.878 0.351 -0.96 -2.37 1.68 -0.42
C -1.035 0.081 -0.441 0.28 -5.05 2.02 0.24
N -0.125 1.072 -0.526 -1.52 4.52 0.49 -0.61
S 1.857 -0.520 -0.315 2.01 -0.97 -0.21 0.45
H 0.389 -1.855 1.241 -0.02 0.48 0.28 0.24
H 0.793 -2.536 -0.435 -0.54 0.60 0.64 0.26
H 1.709 1.722 0.432 0.96 1.78 -0.34 0.27
H 0.817 0.519 1.378 -0.41 1.11 -1.03 0.27
H -0.597 2.008 -0.171 1.13 -1.62 -1.30 0.48
H 0.062 1.074 -1.548 0.74 0.87 0.37 0.48
```
Positions in Å, forces in eV/Å.

Frontier orbital gap = 0.2426 hartree
Energy above the lowest of the compared OMol25 structures with the same formula, charge and spin = 8.5014 eV
Charge = +1
E_HOMO = -0.4606 Ha
E_LUMO = -5.933 eV

***

# C13H22MoN7O2

C13H22MoN7O2 as an isolated structure (the ωB97M-V functional and the def2-TZVPD basis, the OMol25 dataset).

XYZ file:
```
45
Properties=species:S:1:pos:R:3:forces:R:3:mulliken_charge:R:1
Mo 0.211 1.297 1.135 -0.02 -0.26 -0.44 1.46
N -1.043 2.380 2.728 0.19 -0.01 0.28 -0.47
C -0.178 3.291 3.511 0.06 -0.07 -0.04 -0.44
C 1.204 2.761 3.783 -0.52 0.21 0.08 0.62
O 2.131 2.730 4.407 0.21 -0.03 0.14 -0.06
O 1.464 1.690 2.188 0.18 -0.05 -0.04 -0.83
H -1.812 2.946 2.364 0.02 0.03 0.00 0.32
H -1.481 1.706 3.358 -0.02 0.05 0.04 0.30
H -0.577 3.547 4.498 -0.03 0.00 -0.02 0.45
H -0.001 4.223 2.962 -0.04 -0.01 0.02 0.35
C 0.013 -2.208 -3.466 -0.01 -0.01 0.00 -0.65
C 0.707 -2.607 -2.180 -0.01 0.01 -0.01 -0.58
N 0.712 -1.450 -1.266 0.00 -0.02 -0.01 -0.08
C 0.634 -0.190 -1.667 0.01 0.10 0.02 0.33
N 0.697 0.783 -0.681 -0.02 0.05 -0.08 -0.38
C 0.859 2.182 -1.088 -0.09 -0.09 0.15 -0.18
C 0.023 2.493 -2.315 0.02 0.01 0.01 -0.65
C 0.460 1.537 -3.411 -0.01 -0.02 0.01 -0.61
N 0.510 0.142 -2.935 0.04 -0.01 -0.04 0.03
C 0.593 -0.906 -3.982 -0.01 0.04 0.02 -0.56
H -1.061 -2.097 -3.302 0.00 0.00 0.00 0.30
H 0.148 -2.987 -4.214 0.01 0.00 0.00 0.38
H 1.737 -2.916 -2.363 0.00 0.00 0.00 0.32
H 0.186 -3.424 -1.685 0.00 0.00 0.00 0.38
H 0.979 -1.594 -0.305 0.00 -0.02 0.00 0.07
H 1.909 2.465 -1.183 0.03 -0.07 -0.04 0.29
H 0.469 2.852 -0.235 -0.03 -0.05 -0.02 0.39
H 0.172 3.521 -2.640 -0.01 0.00 -0.03 0.39
H -1.038 2.354 -2.094 0.00 0.01 0.00 0.27
H 1.443 1.804 -3.805 0.01 0.00 0.01 0.34
H -0.247 1.572 -4.238 0.00 0.01 0.00 0.43
H 1.638 -1.014 -4.280 0.00 -0.01 -0.01 0.29
H 0.033 -0.540 -4.840 0.00 -0.01 -0.01 0.38
N 0.052 -3.768 3.293 0.00 0.01 -0.01 -0.38
C -0.561 -2.784 2.642 0.08 -0.02 0.05 0.51
C 0.074 -1.547 2.358 0.05 0.04 -0.02 -0.50
N -0.609 -0.581 1.744 0.14 0.16 0.02 0.14
C -1.884 -0.786 1.381 -0.09 0.22 -0.07 -0.24
C -2.465 -2.029 1.621 -0.08 0.01 0.03 -0.51
N -1.822 -2.999 2.231 -0.07 0.00 -0.03 -0.48
H 0.983 -3.684 3.665 0.00 0.00 0.00 0.21
H -0.458 -4.621 3.470 0.00 0.00 0.00 0.27
H 1.103 -1.349 2.630 0.00 -0.01 0.00 0.46
H -2.422 0.028 0.894 0.02 -0.15 0.04 0.50
H -3.486 -2.224 1.314 0.01 -0.01 -0.02 0.42
```
Positions in Å, forces in eV/Å.

Frontier orbital gap = 0.2402 hartree
Energy above the lowest of the compared OMol25 structures with the same formula, charge and spin = 0.0000 eV
Charge = +3
E_HOMO = -0.6557 Ha
E_LUMO = -11.305 eV